No. 1
{
  "formula": "C37H63F7O16PS8",
  "method": "ωB97M-V/def2-TZVPD",
  "lumo_ev": -4.42,
  "max_force_ha_per_bohr": 0.1193,
  "relative_energy_kcal_mol": 49.3,
  "charge": 1,
  "total_energy_ha": -6876.97094,
  "e_homo_ev": -11.090,
  "elements": ["O", "S", "O", "P", "C", "C", "C", "C", "C", "C", "C", "F", "F", "C", "F", "F", "C", "F", "F", "F", "H", "H", "H", "H", "H", "H", "H", "C", "C", "C", "S", "O", "O", "C", "H", "H", "H", "H", "H", "H", "H", "H", "C", "C", "C", "S", "O", "O", "C", "H", "H", "H", "H", "H", "H", "H", "H", "C", "C", "C", "S", "O", "O", "C", "H", "H", "H", "H", "H", "H", "H", "H", "C", "C", "C", "S", "O", "O", "C", "H", "H", "H", "H", "H", "H", "H", "H", "C", "C", "C", "S", "O", "O", "C", "H", "H", "H", "H", "H", "H", "H", "H", "C", "C", "C", "S", "O", "O", "C", "H", "H", "H", "H", "H", "H", "H", "H", "C", "C", "C", "S", "O", "O", "C", "H", "H", "H", "H", "H", "H", "H", "H"],
  "xyz": [[-9.66, -1.63, -3.44], [-9.92, -0.68, -4.52], [-10.89, -1.23, -5.45], [-8.07, -0.34, -5.57], [-7.17, 1.05, -4.82], [-6.79, 2.14, -5.71], [-6.09, 3.32, -5.24], [-5.76, 3.43, -3.82], [-6.12, 2.31, -2.94], [-6.81, 1.13, -3.39], [-10.62, 0.85, -3.72], [-9.86, 1.25, -2.64], [-11.83, 0.47, -3.19], [-10.80, 2.09, -4.68], [-10.12, 3.15, -4.12], [-10.38, 1.87, -5.97], [-12.31, 2.61, -4.79], [-12.78, 3.08, -3.61], [-13.13, 1.70, -5.38], [-12.26, 3.70, -5.64], [-7.28, -1.53, -5.59], [-8.36, -0.01, -6.93], [-7.05, 2.04, -6.79], [-5.85, 4.10, -6.01], [-5.26, 4.35, -3.45], [-5.85, 2.38, -1.86], [-7.08, 0.30, -2.69], [-0.06, 4.96, -2.62], [-0.58, 5.03, -1.18], [-2.09, 4.75, -1.22], [-2.37, 3.72, -2.66], [-3.16, 4.46, -3.61], [-2.73, 2.39, -2.23], [-0.67, 3.70, -3.22], [1.03, 4.94, -2.65], [-0.40, 5.84, -3.17], [-0.09, 4.27, -0.58], [-0.37, 5.99, -0.72], [-2.43, 4.23, -0.33], [-2.66, 5.67, -1.35], [-0.65, 3.69, -4.31], [-0.20, 2.80, -2.82], [-3.51, 0.37, -10.72], [-2.81, 0.24, -9.36], [-3.52, 1.20, -8.39], [-5.20, 1.36, -8.99], [-5.41, 2.72, -9.42], [-6.10, 0.71, -8.06], [-5.00, 0.33, -10.43], [-3.21, -0.42, -11.40], [-3.24, 1.33, -11.18], [-2.91, -0.78, -9.00], [-1.75, 0.46, -9.43], [-3.53, 0.81, -7.38], [-3.06, 2.19, -8.41], [-5.61, 0.71, -11.25], [-5.32, -0.68, -10.16], [0.70, 5.55, 4.60], [-0.42, 4.61, 4.14], [-0.82, 5.04, 2.73], [0.63, 5.80, 2.00], [0.36, 7.20, 1.78], [1.14, 4.94, 0.96], [1.67, 5.64, 3.44], [1.18, 5.18, 5.51], [0.28, 6.54, 4.82], [-0.05, 3.58, 4.12], [-1.27, 4.63, 4.82], [-1.13, 4.20, 2.12], [-1.62, 5.79, 2.75], [2.34, 6.50, 3.51], [2.25, 4.72, 3.34], [4.80, 1.77, 4.61], [5.49, 1.65, 5.97], [4.78, 2.61, 6.93], [3.10, 2.77, 6.34], [2.89, 4.14, 5.90], [2.20, 2.12, 7.26], [3.30, 1.73, 4.90], [5.10, 0.97, 3.93], [5.07, 2.73, 4.15], [5.39, 0.63, 6.34], [6.56, 1.87, 5.91], [4.77, 2.23, 7.95], [5.24, 3.60, 6.92], [2.70, 2.11, 4.08], [2.98, 0.73, 5.17], [1.71, -3.56, 7.99], [0.68, -3.40, 6.88], [1.23, -2.37, 5.89], [3.01, -2.48, 6.00], [3.51, -1.23, 6.53], [3.54, -3.05, 4.78], [3.06, -3.70, 7.29], [1.50, -4.43, 8.62], [1.71, -2.67, 8.63], [0.53, -4.36, 6.37], [-0.29, -3.09, 7.27], [0.92, -2.59, 4.86], [0.93, -1.36, 6.16], [3.91, -3.52, 7.95], [3.16, -4.68, 6.82], [6.06, -6.38, 3.63], [6.74, -7.71, 3.95], [6.12, -8.24, 5.25], [4.46, -7.58, 5.32], [4.37, -6.67, 6.44], [3.51, -8.65, 5.13], [4.56, -6.62, 3.82], [6.28, -6.04, 2.62], [6.40, -5.61, 4.33], [6.55, -8.42, 3.14], [7.82, -7.60, 4.04], [6.08, -9.33, 5.26], [6.67, -7.89, 6.12], [3.99, -5.70, 3.93], [4.16, -7.22, 3.01], [9.35, -4.02, -1.22], [10.03, -5.35, -0.90], [9.42, -5.88, 0.39], [7.75, -5.22, 0.47], [7.67, -4.31, 1.59], [6.80, -6.29, 0.27], [7.86, -4.26, -1.03], [9.58, -3.68, -2.24], [9.70, -3.25, -0.53], [9.84, -6.06, -1.72], [11.11, -5.25, -0.81], [9.37, -6.97, 0.41], [9.96, -5.52, 1.27], [7.29, -3.34, -0.93], [7.45, -4.86, -1.85]]
}

***

No. 2
{
  "formula": "C37H64BrIN2O4PS",
  "method": "ωB97M-V/def2-TZVPD",
  "lumo_ev": -2.80,
  "max_force_ha_per_bohr": 0.0778,
  "charge": 1,
  "total_energy_ha": -5469.64111,
  "e_homo_ev": -10.124,
  "elements": ["C", "C", "O", "C", "O", "C", "C", "C", "C", "C", "C", "O", "C", "C", "O", "C", "C", "I", "C", "C", "C", "N", "S", "N", "C", "C", "C", "C", "C", "Br", "H", "H", "H", "H", "H", "H", "H", "H", "H", "H", "H", "H", "H", "H", "H", "H", "H", "H", "H", "H", "H", "H", "H", "H", "H", "H", "H", "H", "C", "C", "C", "C", "P", "C", "C", "C", "C", "C", "C", "C", "C", "C", "C", "C", "C", "H", "H", "H", "H", "H", "H", "H", "H", "H", "H", "H", "H", "H", "H", "H", "H", "H", "H", "H", "H", "H", "H", "H", "H", "H", "H", "H", "H", "H", "H", "H", "H", "H", "H", "H", "H"],
  "xyz": [[-0.19, -5.52, -3.96], [-1.08, -4.51, -4.78], [-0.44, -4.27, -6.06], [-0.74, -3.00, -6.56], [0.19, -2.26, -6.79], [-2.23, -2.56, -6.89], [-2.33, -1.09, -7.43], [-2.38, 0.05, -6.33], [-2.50, -0.46, -4.86], [-3.83, -0.92, -4.31], [-5.19, -0.97, -5.07], [-5.11, -0.95, -6.50], [-6.41, -0.87, -7.04], [-7.43, 0.29, -6.78], [-6.76, -1.77, -7.77], [-3.89, -1.33, -2.89], [-5.22, -1.77, -2.18], [-4.99, -3.62, -1.02], [-5.87, -0.60, -1.30], [-4.93, -0.05, -0.15], [-2.60, -1.28, -2.10], [-2.39, -1.61, -0.79], [-0.84, -1.39, -0.25], [-0.21, -0.85, -1.73], [-1.21, -0.83, -2.63], [-1.25, -0.42, -4.07], [0.12, 0.10, -4.68], [0.45, 1.60, -4.30], [0.82, 1.85, -2.79], [-0.95, 2.90, -4.87], [-0.78, -5.78, -3.03], [0.01, -6.49, -4.50], [0.78, -5.04, -3.63], [-1.13, -3.52, -4.24], [-2.08, -4.97, -4.98], [-2.93, -2.81, -6.05], [-2.54, -3.24, -7.74], [-1.51, -0.92, -8.20], [-3.29, -1.05, -8.03], [-1.53, 0.75, -6.52], [-3.32, 0.65, -6.53], [-5.68, -1.96, -4.80], [-5.87, -0.19, -4.62], [-7.41, 1.08, -7.58], [-8.44, -0.20, -6.70], [-7.27, 0.82, -5.80], [-6.04, -2.03, -2.92], [-6.83, -1.00, -0.86], [-6.15, 0.26, -1.98], [-4.68, -0.85, 0.59], [-4.02, 0.44, -0.60], [-5.50, 0.79, 0.36], [0.91, -0.53, -4.18], [0.16, 0.02, -5.80], [1.37, 1.88, -4.90], [-0.12, 1.79, -2.18], [1.55, 1.10, -2.38], [1.25, 2.88, -2.64], [0.11, 2.42, 1.94], [1.26, 1.42, 1.81], [1.13, 0.25, 2.77], [1.49, 0.55, 4.23], [3.22, 0.69, 4.68], [4.02, -0.78, 3.99], [3.49, -2.18, 4.29], [3.71, -2.74, 5.70], [5.14, -2.61, 6.23], [3.40, 0.55, 6.45], [2.87, 1.59, 7.44], [3.54, 2.95, 7.43], [5.06, 2.93, 7.47], [4.16, 2.00, 3.91], [3.99, 3.52, 4.08], [2.57, 4.09, 4.13], [2.21, 4.90, 2.88], [0.01, 2.80, 2.96], [0.26, 3.26, 1.26], [-0.84, 1.95, 1.67], [2.21, 1.94, 1.94], [1.26, 1.04, 0.78], [1.76, -0.57, 2.41], [0.10, -0.12, 2.74], [1.11, -0.30, 4.82], [0.92, 1.41, 4.60], [5.09, -0.71, 4.21], [3.97, -0.65, 2.90], [3.98, -2.87, 3.59], [2.42, -2.23, 4.07], [3.44, -3.80, 5.69], [3.01, -2.29, 6.40], [5.81, -3.29, 5.70], [5.16, -2.88, 7.29], [5.53, -1.60, 6.15], [4.45, 0.33, 6.68], [2.85, -0.35, 6.71], [2.98, 1.17, 8.45], [1.79, 1.72, 7.28], [3.17, 3.54, 8.28], [3.20, 3.49, 6.55], [5.42, 2.61, 8.45], [5.45, 3.93, 7.29], [5.50, 2.28, 6.71], [4.15, 1.80, 2.84], [5.20, 1.80, 4.20], [4.54, 4.00, 3.27], [4.53, 3.84, 4.97], [2.49, 4.78, 4.98], [1.83, 3.31, 4.30], [2.79, 5.82, 2.84], [1.15, 5.18, 2.91], [2.40, 4.34, 1.97]]
}

***

No. 3
{
  "formula": "C37H65F9N2O9P",
  "method": "ωB97M-V/def2-TZVPD",
  "lumo_ev": -2.91,
  "max_force_ha_per_bohr": 0.0285,
  "charge": 1,
  "total_energy_ha": -3475.30954,
  "e_homo_ev": -10.710,
  "elements": ["C", "C", "O", "O", "C", "O", "C", "C", "C", "C", "C", "C", "F", "F", "C", "F", "F", "C", "F", "F", "C", "F", "F", "F", "C", "N", "P", "N", "H", "H", "H", "H", "H", "H", "H", "H", "H", "H", "H", "H", "H", "H", "H", "H", "H", "C", "C", "C", "O", "C", "H", "H", "H", "H", "H", "H", "H", "H", "C", "C", "C", "O", "C", "H", "H", "H", "H", "H", "H", "H", "H", "C", "C", "C", "O", "C", "H", "H", "H", "H", "H", "H", "H", "H", "C", "C", "C", "O", "C", "H", "H", "H", "H", "H", "H", "H", "H", "C", "C", "C", "O", "C", "H", "H", "H", "H", "H", "H", "H", "H", "C", "C", "C", "O", "C", "H", "H", "H", "H", "H", "H", "H", "H"],
  "xyz": [[3.39, 0.45, -0.47], [2.90, 1.71, -1.09], [3.48, 2.48, -1.76], [1.48, 1.86, -0.81], [0.76, 1.26, -1.80], [0.94, 1.47, -2.98], [-0.32, 0.29, -1.38], [-1.69, 0.90, -1.72], [-2.29, 1.68, -0.56], [-3.69, 2.12, -0.94], [-4.63, 0.90, -1.04], [-5.58, 0.83, 0.15], [-6.62, 1.69, -0.06], [-4.91, 1.24, 1.28], [-6.23, -0.53, 0.56], [-5.26, -1.40, 0.97], [-7.04, -0.27, 1.62], [-7.11, -1.21, -0.55], [-6.89, -0.62, -1.76], [-8.42, -1.06, -0.24], [-6.88, -2.74, -0.71], [-5.59, -2.99, -1.05], [-7.66, -3.19, -1.70], [-7.16, -3.38, 0.42], [-3.82, -0.39, -1.24], [-2.66, -0.17, -2.18], [-3.19, 0.11, -3.91], [-2.07, 0.07, -4.97], [4.30, 0.14, -0.97], [3.60, 0.61, 0.59], [2.65, -0.34, -0.57], [-0.27, -0.02, -0.34], [-0.15, -0.58, -2.01], [-1.55, 1.58, -2.56], [-1.65, 2.55, -0.40], [-2.32, 1.07, 0.34], [-4.10, 2.87, -0.27], [-3.64, 2.59, -1.92], [-5.25, 1.06, -1.92], [-4.45, -1.16, -1.68], [-3.41, -0.76, -0.30], [-2.17, -1.07, -2.23], [-4.20, -0.85, -4.01], [-3.86, 1.33, -3.77], [-1.13, -0.07, -4.64], [3.09, 5.92, -3.07], [3.22, 7.43, -2.87], [1.96, 7.74, -2.07], [1.68, 6.58, -1.30], [2.48, 5.48, -1.75], [4.04, 5.42, -3.28], [2.41, 5.71, -3.89], [4.11, 7.65, -2.27], [3.29, 8.00, -3.79], [1.11, 7.94, -2.74], [2.08, 8.59, -1.40], [3.26, 5.29, -1.00], [1.87, 4.59, -1.84], [-0.10, 2.87, 3.80], [-1.19, 2.99, 4.87], [-2.45, 3.04, 4.02], [-2.17, 2.26, 2.84], [-0.77, 1.98, 2.78], [0.84, 2.46, 4.17], [0.11, 3.85, 3.37], [-1.19, 2.10, 5.50], [-1.08, 3.86, 5.51], [-2.68, 4.07, 3.71], [-3.32, 2.63, 4.52], [-0.62, 0.92, 3.01], [-0.42, 2.17, 1.76], [2.72, -4.66, 0.23], [1.35, -4.82, -0.42], [0.88, -3.37, -0.50], [2.06, -2.58, -0.67], [3.23, -3.38, -0.41], [3.38, -5.51, 0.06], [2.62, -4.54, 1.31], [1.44, -5.23, -1.42], [0.66, -5.44, 0.15], [0.38, -3.06, 0.42], [0.21, -3.19, -1.34], [3.73, -3.58, -1.36], [3.91, -2.83, 0.23], [5.70, 6.61, 1.56], [4.52, 7.57, 1.55], [3.36, 6.64, 1.88], [3.90, 5.61, 2.72], [5.33, 5.67, 2.70], [6.66, 7.10, 1.72], [5.75, 6.06, 0.62], [4.63, 8.32, 2.34], [4.38, 8.09, 0.61], [2.95, 6.18, 0.97], [2.55, 7.14, 2.41], [5.67, 6.07, 3.67], [5.73, 4.67, 2.58], [-1.69, -7.47, -4.36], [-2.62, -6.53, -3.60], [-1.67, -5.90, -2.60], [-0.39, -5.85, -3.23], [-0.41, -6.65, -4.42], [-2.06, -7.74, -5.35], [-1.53, -8.38, -3.79], [-3.02, -5.76, -4.28], [-3.46, -7.03, -3.12], [-1.59, -6.50, -1.69], [-1.96, -4.88, -2.31], [-0.40, -5.98, -5.29], [0.49, -7.26, -4.45], [2.56, -5.79, 5.81], [2.88, -7.12, 5.14], [2.79, -6.75, 3.67], [3.20, -5.38, 3.58], [3.26, -4.80, 4.88], [2.92, -5.72, 6.84], [1.48, -5.61, 5.81], [3.89, -7.44, 5.39], [2.19, -7.92, 5.41], [1.77, -6.84, 3.29], [3.45, -7.35, 3.03], [4.30, -4.66, 5.16], [2.77, -3.82, 4.86]]
}